No. 1
This record from the OMol25 dataset describes a 40-piece molecular cluster, H80O40 overall. The level of theory is ωB97M-V with the def2-TZVPD basis set.

Summary:
- Energy above the lowest of the compared OMol25 structures with the same formula, charge and spin: 18.0803 eV
- Orbital gap: 9.461 eV
- Charge: 0

CARTESIAN COORDINATES (ANGSTROEM)
O1 -4.86073 -3.11465 -1.60228
O2 2.92171 5.45900 0.10880
O3 1.60742 -2.86689 -0.94798
O4 -0.67755 -5.91632 1.81099
O5 0.45370 5.40567 -1.85361
O6 3.58569 -3.67526 1.63376
O7 0.56854 -5.42653 -1.88521
O8 0.27514 -1.46601 -3.09656
O9 -1.80872 -3.21311 -3.49941
O10 3.26690 -4.51341 -3.71084
O11 -1.53343 2.64869 -1.60718
O12 2.10566 2.81109 1.51054
O13 2.45146 0.28142 0.50892
O14 -2.48129 1.05761 5.76290
O15 3.34999 -1.68407 -2.82456
O16 -4.74230 -0.02161 4.17838
O17 3.82693 2.74478 -3.53513
O18 -3.44068 4.92072 0.40228
O19 -2.73325 1.48197 -5.33120
O20 -2.44980 -3.53392 3.07673
O21 6.69959 0.34568 -1.66398
O22 0.26793 2.28023 4.82349
O23 0.15815 5.27784 0.83274
O24 2.68386 -1.57065 2.30240
O25 -0.66715 -2.06348 1.94892
O26 2.23584 1.32504 3.66301
O27 -1.97561 -0.89225 -1.31124
O28 -4.92479 -0.13232 -0.61402
O29 -0.02113 -3.62716 4.00901
O30 -3.56723 -1.36952 1.73396
O31 0.71431 2.00725 -1.11738
O32 2.98790 0.11552 -3.86242
O33 -4.90366 3.46230 -1.38597
O34 -0.96519 -1.14231 4.65479
O35 -0.47236 1.46300 2.11656
O36 -0.56461 3.08779 -4.60861
O37 3.69296 2.21940 -0.91785
O38 4.91053 -0.30041 2.95238
O39 -2.64742 -3.20077 -0.22551
O40 -3.54131 1.11921 -2.27264
H1 -1.06130 2.55454 -5.16356
H2 -0.05957 1.38858 -1.11761
H3 2.81104 -4.11069 1.98398
H4 -2.54723 -0.02332 -1.51175
H5 -0.75080 3.40716 -1.58659
H6 1.86223 -2.04410 -1.26118
H7 0.77182 4.65692 1.27191
H8 -1.07568 -0.63255 -1.17349
H9 -0.05297 -3.00381 3.21145
H10 -3.61840 -2.24327 1.17720
H11 2.75137 0.75430 1.32987
H12 -4.24532 -0.29464 3.38617
H13 0.94061 2.09876 -0.12302
H14 2.16150 3.49766 2.13832
H15 -2.83130 -2.91525 3.73785
H16 2.83599 2.69362 -1.23140
H17 3.20625 -2.17586 -3.44718
H18 0.37352 0.96209 2.11380
H19 1.49340 -2.78140 -0.05676
H20 2.27655 -4.72981 -3.55262
H21 -4.06151 -3.32888 -1.05226
H22 5.85969 0.39115 -2.23853
H23 0.18362 2.64376 -4.56748
H24 -1.46981 -2.45603 -4.13325
H25 3.01893 0.85531 3.76793
H26 2.17556 1.74085 2.62671
H27 2.62176 -1.27072 3.13429
H28 2.22119 -0.00859 -4.37166
H29 0.41816 6.05160 -2.56284
H30 1.14652 -4.61606 -2.09223
H31 -3.25795 5.10862 -0.41981
H32 -4.30044 4.67201 0.11275
H33 4.04304 -2.25901 -2.48627
H34 -0.26768 -5.18228 -2.29612
H35 3.54174 5.68317 -0.61190
H36 -0.75459 1.30399 2.97295
H37 -2.34066 0.74889 4.82556
H38 -0.53386 -1.97148 4.53200
H39 2.52626 0.25150 -2.98176
H40 -4.04712 1.85142 -2.39754
H41 5.82747 0.20823 2.91683
H42 -1.27868 -5.51337 2.50401
H43 -2.25862 -2.91198 2.29623
H44 3.83752 -3.10377 2.33003
H45 -5.10702 2.61841 -0.88300
H46 3.00607 2.56903 -3.94875
H47 -5.43341 -3.84872 -1.22921
H48 -3.31500 1.93199 -4.58850
H49 -1.62357 -2.60802 -2.69206
H50 -4.78725 -0.92853 -0.13164
H51 0.97850 -2.01180 -3.33519
H52 -3.02261 0.58262 -5.51566
H53 3.00505 2.62438 1.02519
H54 2.87396 0.77648 -0.11384
H55 3.54684 -1.48818 2.00835
H56 -0.79209 -4.17461 3.65518
H57 6.34852 0.75828 -0.86866
H58 5.06576 -0.90376 3.64057
H59 -0.30304 -1.43388 2.64373
H60 -3.24588 -0.79645 1.18018
H61 -1.92189 -3.84613 -0.22326
H62 -3.12049 1.62330 5.89607
H63 1.15199 1.79281 4.72853
H64 0.20014 2.42099 3.85403
H65 -4.23083 3.74984 -1.88570
H66 2.27468 5.01379 -0.52917
H67 0.12633 -5.57505 2.24616
H68 0.01667 -1.31647 -2.27808
H69 -0.92547 -0.87772 5.55956
H70 -5.74106 -0.26027 3.92802
H71 -4.40500 0.59092 -2.58971
H72 -0.80706 -1.82271 1.08312
H73 3.68631 -4.87097 -2.91870
H74 4.21090 2.04001 -3.86511
H75 0.57477 6.07193 -1.12474
H76 4.24671 2.24411 -1.59492
H77 -0.76788 4.87365 0.96959
H78 -2.22834 -2.48091 -0.79724
H79 -4.61995 0.65538 -0.07357
H80 -1.29557 2.09040 -2.42041

Force components x, y, z for each atom (eV/Å):
O -0.637 -1.830 1.693
O -0.748 -1.014 -2.586
O -0.856 -2.605 -2.763
O -0.422 1.438 2.082
O 0.404 1.628 0.855
O 0.665 -1.966 -1.470
O 1.366 1.765 -0.835
O -0.522 1.679 -6.868
O 1.518 4.036 0.159
O -2.508 -0.318 0.448
O 1.902 1.902 -1.679
O 1.695 -2.315 -2.480
O -1.336 -1.300 3.949
O 6.241 -5.497 -1.764
O 3.909 5.269 12.226
O -3.240 -0.771 -1.145
O -1.831 5.457 2.387
O -1.014 -0.991 6.162
O -1.295 1.715 1.773
O -0.945 1.010 -1.020
O -2.404 0.337 -1.300
O 1.218 -0.529 -1.156
O -1.726 -1.289 0.795
O -3.146 -1.669 -2.871
O 1.371 -0.603 3.976
O -1.621 1.745 -3.761
O -1.684 1.807 -0.517
O -0.138 2.491 0.152
O -0.534 -0.096 -2.193
O -3.371 -7.091 3.286
O 1.166 -0.968 2.350
O -0.599 3.182 1.156
O -6.472 -1.768 3.647
O -0.718 1.427 -1.418
O 1.821 -0.224 -2.785
O -3.559 4.434 1.248
O -5.957 0.988 4.824
O 2.946 3.152 -1.383
O 2.029 0.563 -0.630
O -1.712 -4.880 -2.097
H -2.256 -1.539 -1.801
H 0.987 1.258 0.270
H -0.332 -0.154 0.050
H 1.348 -2.067 0.390
H -2.837 -2.917 -0.243
H 1.300 2.427 -0.930
H -0.686 0.505 -0.428
H 0.488 0.784 0.415
H 0.636 -1.639 1.209
H 0.186 2.149 1.491
H -0.477 -1.632 -1.018
H -0.325 -0.155 0.256
H -0.654 -0.336 -2.176
H 0.823 1.662 1.053
H 0.368 -0.572 -0.480
H 2.196 -1.341 0.403
H -3.359 -7.998 -11.857
H -0.675 0.359 -0.301
H -0.229 0.189 3.982
H 2.506 0.244 -0.544
H -0.379 0.453 -0.950
H 2.018 -0.418 0.938
H 5.882 -2.911 0.633
H -0.969 -2.568 1.238
H 2.423 -1.232 0.019
H 0.302 -0.993 3.621
H -0.309 1.934 4.653
H -1.573 -0.249 -1.757
H -0.097 -0.383 -0.936
H -1.379 -1.533 1.126
H 3.473 2.214 -6.902
H -2.107 -0.998 1.082
H 0.373 0.128 1.339
H -0.193 -0.074 -0.126
H 0.354 0.283 0.882
H -1.379 -0.576 2.898
H -0.890 0.955 1.760
H 0.388 -1.575 0.717
H 1.277 -0.257 -1.200
H -1.061 4.888 0.169
H -2.889 -1.497 -0.031
H -0.060 -0.972 -1.516
H -0.164 -1.302 1.965
H 0.239 0.391 0.958
H 1.698 1.737 -1.568
H -1.967 0.412 -0.319
H 0.429 1.365 -1.023
H 1.752 -2.010 -2.334
H -0.804 -1.857 -1.614
H -0.095 -0.913 0.847
H 1.647 -1.441 0.754
H -0.372 0.181 0.412
H -2.026 1.441 1.142
H 1.837 2.121 -3.443
H 2.276 0.877 -1.060
H 0.904 1.140 1.373
H 0.297 0.001 0.350
H 0.305 -1.467 1.647
H -1.019 0.094 -2.222
H 3.144 5.233 -4.882
H -0.417 -0.510 0.385
H -5.340 4.410 0.225
H -1.587 0.831 0.824
H -0.459 0.541 0.978
H 4.492 0.118 -2.278
H 0.423 0.699 1.625
H 0.282 -0.498 -0.754
H -0.666 0.032 5.694
H 0.131 0.295 0.991
H 3.440 0.779 0.786
H 3.076 -0.153 1.307
H 0.031 1.824 -2.615
H -0.007 -0.069 -0.019
H 3.981 -5.676 -2.362
H -0.369 -1.455 -0.052
H 3.642 0.508 -4.928
H 2.060 0.849 -0.254
H -1.266 -0.489 0.916
H -0.412 -1.935 -0.630
H -0.585 1.748 1.339



No. 2
This record from the OMol25 dataset describes a 5-piece molecular cluster, H8IO4 overall. The level of theory is ωB97M-V with the def2-TZVPD basis set.

Summary:
- Energy above the lowest of the compared OMol25 structures with the same formula, charge and spin: 1.2353 eV
- Orbital gap: 7.974 eV
- Charge: -1

CARTESIAN COORDINATES (ANGSTROEM)
I1 7.93000 46.59700 4.84000
O1 7.70400 44.64400 1.76700
O2 4.69900 45.00400 3.77000
O3 9.16600 50.18700 5.05500
O4 4.67400 48.35500 4.74400
H1 4.07300 44.57400 4.36300
H2 5.52900 45.19000 3.88300
H3 3.99600 47.77200 5.06700
H4 7.89700 43.69300 1.91500
H5 9.13600 49.32300 4.61700
H6 5.47700 47.77000 4.80500
H7 7.80700 45.16100 2.57300
H8 9.21400 49.86400 5.90500

Force components x, y, z for each atom (eV/Å):
I 0.020 -0.054 0.016
O 0.003 -1.087 -0.972
O -9.020 -1.474 -2.682
O 0.111 0.457 -2.787
O 1.147 -0.415 0.088
H 1.598 0.284 0.366
H 7.381 1.190 2.364
H -0.549 -0.326 0.097
H -0.154 1.306 0.387
H -0.267 0.113 -0.617
H -0.553 0.814 -0.224
H 0.201 -0.179 0.570
H 0.081 -0.630 3.394



No. 3
This record from the OMol25 dataset describes a 5-piece molecular cluster, H8IO4 overall. The level of theory is ωB97M-V with the def2-TZVPD basis set.

Summary:
- Energy above the lowest of the compared OMol25 structures with the same formula, charge and spin: 0.7246 eV
- Orbital gap: 7.938 eV
- Charge: -1

CARTESIAN COORDINATES (ANGSTROEM)
I1 -1.68877 -0.89946 -0.51115
O1 -0.66477 1.94754 -2.65215
O2 1.83123 0.22254 -0.90115
O3 0.34623 0.29054 1.92985
O4 -0.96677 -2.36446 2.61985
H1 0.89023 -0.02446 -0.95015
H2 -0.12877 0.15954 1.12785
H3 0.36223 1.24154 1.84185
H4 -0.16777 -2.78646 2.29885
H5 1.87023 0.96554 -1.53515
H6 -1.13677 -1.87446 1.80685
H7 -0.84177 1.05154 -2.36415
H8 0.29523 2.07054 -2.71115

Force components x, y, z for each atom (eV/Å):
I -0.051 0.044 -0.509
O 0.464 0.987 -0.492
O -0.096 0.782 -0.854
O 0.660 0.747 1.035
O 0.246 -0.392 -0.136
H 0.012 -0.308 0.289
H -0.969 -1.258 -1.347
H 0.491 0.701 0.629
H 0.409 -0.399 0.454
H 0.171 -0.568 0.546
H -0.747 0.589 -0.107
H -0.023 -0.598 0.407
H -0.566 -0.327 0.085



No. 4
This record from the OMol25 dataset describes H8LiO4 as an isolated structure. The level of theory is ωB97M-V with the def2-TZVPD basis set.

Summary:
- Energy above the lowest of the compared OMol25 structures with the same formula, charge and spin: 0.1747 eV
- Orbital gap: 12.641 eV
- Charge: +1

CARTESIAN COORDINATES (ANGSTROEM)
O1 -17.55882 5.51237 15.07213
O2 -17.44414 8.74898 15.57961
O3 -20.25146 6.79423 15.49252
O4 -18.69429 6.82346 17.91654
Li1 -18.38569 7.09982 15.92333
H1 -18.85225 5.87935 18.06068
H2 -20.74797 6.98301 16.30148
H3 -17.97403 9.50880 15.29810
H4 -16.53370 8.97483 15.34798
H5 -17.59017 4.58525 15.34390
H6 -19.11106 7.27476 18.66338
H7 -17.58922 5.50107 14.10387
H8 -20.46946 5.88084 15.26024

Force components x, y, z for each atom (eV/Å):
O -0.204 -0.088 -0.170
O -0.180 0.262 -0.234
O -0.095 -0.137 0.159
O -0.180 -0.294 -0.044
Li 0.230 -0.008 0.179
H 0.073 0.226 0.220
H -0.085 -0.041 -0.246
H 0.162 -0.100 0.067
H -0.107 -0.137 0.103
H 0.138 0.158 -0.070
H 0.222 -0.021 -0.110
H 0.124 -0.054 0.206
H -0.098 0.233 -0.060



No. 5
This record from the OMol25 dataset describes H8NaO4 as an isolated structure. The level of theory is ωB97M-V with the def2-TZVPD basis set.

Summary:
- Energy above the lowest of the compared OMol25 structures with the same formula, charge and spin: 5.7875 eV
- Orbital gap: 12.340 eV
- Charge: +1

CARTESIAN COORDINATES (ANGSTROEM)
Na1 0.50125 0.09188 -0.24484
O1 0.22020 -0.60522 -1.86739
O2 0.81214 0.92941 1.37690
O3 0.23043 -1.42612 0.58542
O4 -0.71261 1.12867 -0.18419
H1 -0.21359 -1.36879 -1.48659
H2 -1.17446 1.43414 -0.96497
H3 0.10207 0.82211 2.00976
H4 0.16736 -0.74581 -2.81273
H5 -0.42010 -1.51053 1.28250
H6 -1.02168 1.70206 0.51718
H7 0.98604 1.87065 1.36862
H8 0.52295 -2.32245 0.42033

Force components x, y, z for each atom (eV/Å):
Na 10.351 -2.252 -2.041
O -0.543 -1.558 -4.338
O 1.755 1.548 4.113
O -1.025 -5.072 2.362
O -9.660 7.739 -0.632
H -0.340 -0.453 -0.075
H -0.640 0.162 -0.416
H 0.136 -0.064 0.649
H 0.089 -0.002 -0.379
H -0.241 -0.275 0.369
H -0.465 0.363 -0.143
H 0.374 0.381 0.300
H 0.209 -0.517 0.230